ORCA calculation (ωB97M-V with the def2-TZVPD basis set) on C33H39MgN2O3PS6 as an isolated structure at a distorted geometry.

Element x y z (Å)
Mg1 18.10 11.86 9.32
O1 22.35 16.45 11.95
C1 21.61 15.63 11.45
S1 20.40 14.82 12.43
C2 19.93 13.62 11.19
C3 20.56 13.74 9.97
S2 20.35 12.72 8.59
S3 21.81 15.05 9.85
S4 18.59 12.63 11.58
C4 18.22 15.45 7.67
C5 16.91 15.40 8.41
C6 15.97 16.57 7.93
C7 17.17 15.56 9.93
P1 16.18 13.58 8.27
C8 14.72 13.61 9.40
C9 14.94 13.16 10.71
C10 13.94 13.30 11.64
C11 12.71 13.82 11.33
C12 12.54 14.34 10.06
C13 13.55 14.27 9.13
C14 15.58 13.26 6.53
C15 14.24 12.48 6.58
C16 16.54 12.28 5.88
C17 15.40 14.44 5.59
H1 18.79 16.38 7.88
H2 18.23 15.34 6.58
H3 18.87 14.61 8.01
H4 16.58 17.42 8.19
H5 15.08 16.54 8.54
H6 15.78 16.61 6.86
H7 17.44 16.58 10.23
H8 17.88 14.79 10.17
H9 16.24 15.37 10.52
H10 15.91 12.67 10.89
H11 14.15 12.93 12.65
H12 11.95 13.88 12.02
H13 11.53 14.70 9.80
H14 13.34 14.67 8.18
H15 14.19 11.72 7.38
H16 14.10 11.94 5.60
H17 13.39 13.23 6.75
H18 16.79 11.42 6.49
H19 17.46 12.72 5.55
H20 16.06 11.80 4.93
H21 14.55 15.09 5.88
H22 15.11 14.12 4.57
H23 16.30 15.04 5.57
O2 11.83 15.01 5.54
S5 10.37 14.93 5.39
O3 9.67 16.14 5.07
N1 10.07 13.66 4.37
C18 9.34 12.70 4.97
S6 8.47 11.44 4.25
C19 9.17 12.90 6.46
C20 8.57 12.04 7.41
C21 8.60 12.47 8.72
C22 8.99 13.78 9.11
C23 9.50 14.65 8.12
C24 9.60 14.17 6.84
H24 8.31 11.02 7.16
H25 8.34 11.76 9.59
H26 8.85 14.07 10.12
H27 9.96 15.60 8.36
C25 19.64 8.77 7.23
N2 19.67 7.96 8.39
C26 19.41 6.53 8.00
C27 18.96 8.46 9.62
C28 17.46 8.69 9.49
C29 16.61 7.60 9.54
C30 15.24 7.69 9.35
C31 14.75 9.00 9.03
C32 15.61 10.11 9.00
C33 17.00 9.97 9.30
H28 20.60 8.65 6.70
H29 19.68 9.81 7.51
H30 18.82 8.51 6.55
H31 20.15 6.25 7.25
H32 18.36 6.29 7.82
H33 19.74 5.91 8.78
H34 19.44 9.33 9.99
H35 19.19 7.74 10.41
H36 17.07 6.67 9.81
H37 14.58 6.86 9.42
H38 13.67 9.18 8.83
H39 15.06 11.06 8.90

Values from the calculation:
**Frontier orbital gap**: 6.4631 eV
**Energy above the lowest of the compared OMol25 structures with the same formula, charge and spin**: 0.0 kcal/mol
**Multiplicity**: 1
**Total charge**: -2